Record 1
ORCA calculation (ωB97M-V with the def2-TZVPD basis set) on a molecular structure, C20H57NO16.

XYZ file:
```
94
C20H57NO16 | the OMol25 dataset | ωB97M-V with the def2-TZVPD basis set
C 1.382 -2.422 2.845
O 1.775 -2.006 1.479
C 2.434 -0.688 1.624
C 2.468 0.104 0.252
N 3.372 -0.516 -0.731
C 2.965 -0.171 -2.063
C 3.862 -1.005 -3.018
O 3.800 -2.439 -2.694
C 4.782 -3.092 -3.500
H 1.239 -3.502 2.817
H 0.443 -2.008 3.213
H 2.241 -2.248 3.493
H 3.435 -0.908 1.994
H 1.945 -0.070 2.376
H 2.759 1.138 0.438
H 1.470 0.238 -0.165
H 3.242 -1.514 -0.642
H 3.064 0.897 -2.260
H 1.911 -0.371 -2.254
H 4.841 -0.527 -3.014
H 3.434 -0.762 -3.991
H 4.484 -4.137 -3.424
H 5.742 -2.881 -3.029
H 4.925 -2.911 -4.565
C 1.581 1.956 2.696
C 0.067 1.857 2.806
O -0.475 0.675 2.241
O 1.981 2.475 1.472
H 2.164 1.040 2.791
H 2.006 2.678 3.393
H -0.316 2.697 2.227
H -0.296 1.883 3.834
H -1.366 0.684 2.599
H 2.934 2.586 1.515
C 0.807 1.711 -1.954
C 0.824 2.918 -2.852
O 1.380 4.074 -2.263
O -0.312 1.706 -1.120
H 1.749 1.550 -1.430
H 0.646 0.885 -2.646
H -0.139 3.244 -3.245
H 1.457 2.744 -3.722
H 0.778 4.509 -1.654
H -0.117 2.109 -0.271
C -2.723 1.813 2.735
C -2.995 0.703 1.755
O -3.740 -0.353 2.399
O -1.726 1.426 3.710
H -3.590 2.033 3.358
H -2.443 2.706 2.177
H -2.012 0.367 1.425
H -3.648 1.146 1.003
H -3.247 -0.782 3.102
H -2.117 0.994 4.473
C -3.546 -0.543 -0.189
C -3.118 -1.147 -1.475
O -2.587 -0.154 -2.387
O -4.641 0.350 -0.298
H -2.697 -0.055 0.291
H -3.697 -1.286 0.594
H -3.963 -1.663 -1.931
H -2.306 -1.848 -1.280
H -1.759 0.231 -2.090
H -4.915 0.445 0.617
C -0.331 -1.044 -0.957
C -0.283 -0.777 0.545
O 0.392 0.476 0.759
O -0.901 0.031 -1.697
H -0.949 -1.924 -1.134
H 0.609 -1.396 -1.381
H 0.215 -1.569 1.106
H -1.267 -0.592 0.974
H 0.278 0.720 1.680
H -0.443 0.826 -1.416
C 1.056 -4.153 0.099
C -0.257 -3.786 -0.681
O -1.322 -3.534 0.184
O 1.976 -4.566 -0.812
H 0.908 -4.959 0.817
H 1.463 -3.342 0.702
H -0.425 -4.637 -1.340
H -0.147 -2.948 -1.369
H -2.047 -4.130 -0.019
H 1.958 -3.943 -1.542
C -1.995 2.659 -0.488
C -3.504 2.650 -0.601
O -4.122 3.906 -0.287
O -1.630 2.913 0.876
H -1.450 3.446 -1.008
H -1.494 1.713 -0.692
H -3.909 1.997 0.173
H -3.828 2.154 -1.515
H -3.770 4.186 0.562
H -0.682 3.060 0.878
```

The value obtained for the lowest unoccupied orbital energy is -0.010 Eh. The total energy is -2053.35229 hartree. The value obtained for the HOMO energy is -0.2506 Eh. Its HOMO-LUMO gap is 6.55 eV. As for the energy above the lowest of the compared OMol25 structures with the same formula, charge and spin: 3381.3 kJ/mol.

Partial charges, Löwdin, in e: number 1, C, carries -0.031; number 2, O, carries -0.296; number 3, C, carries -0.100; number 4, C, carries -0.171; number 5, N, carries -0.024; number 6, C, carries -0.237; number 7, C, carries -0.175; number 8, O, carries -0.187; number 9, C, carries -0.115; number 10, H, carries 0.088; number 11, H, carries 0.093; number 12, H, carries 0.095; number 13, H, carries 0.133; number 14, H, carries 0.059; number 15, H, carries 0.104; number 16, H, carries 0.043; number 17, H, carries 0.094; number 18, H, carries 0.117; number 19, H, carries 0.086; number 20, H, carries 0.119; number 21, H, carries 0.115; number 22, H, carries 0.088; number 23, H, carries 0.088; number 24, H, carries 0.084; number 25, C, carries -0.190; number 26, C, carries -0.095; number 27, O, carries -0.057; number 28, O, carries -0.070; number 29, H, carries 0.091; number 30, H, carries 0.138; number 31, H, carries 0.127; number 32, H, carries 0.141; number 33, H, carries 0.034; number 34, H, carries 0.111; number 35, C, carries -0.122; number 36, C, carries -0.190; number 37, O, carries -0.051; number 38, O, carries -0.031; number 39, H, carries 0.106; number 40, H, carries 0.153; number 41, H, carries 0.136; number 42, H, carries 0.131; number 43, H, carries 0.079; number 44, H, carries 0.134; number 45, C, carries -0.114; number 46, C, carries -0.284; number 47, O, carries -0.014; number 48, O, carries -0.122; number 49, H, carries 0.147; number 50, H, carries 0.098; number 51, H, carries 0.082; number 52, H, carries 0.070; number 53, H, carries 0.103; number 54, H, carries 0.147; number 55, C, carries -0.260; number 56, C, carries -0.172; number 57, O, carries -0.062; number 58, O, carries -0.060; number 59, H, carries 0.057; number 60, H, carries 0.133; number 61, H, carries 0.123; number 62, H, carries 0.077; number 63, H, carries -0.283; number 64, H, carries 0.086; number 65, C, carries -0.101; number 66, C, carries -0.056; number 67, O, carries -0.206; number 68, O, carries 0.029; number 69, H, carries 0.055; number 70, H, carries 0.126; number 71, H, carries 0.099; number 72, H, carries 0.109; number 73, H, carries -0.261; number 74, H, carries -0.294; number 75, C, carries -0.256; number 76, C, carries -0.237; number 77, O, carries -0.042; number 78, O, carries -0.038; number 79, H, carries 0.124; number 80, H, carries 0.057; number 81, H, carries 0.132; number 82, H, carries 0.075; number 83, H, carries 0.106; number 84, H, carries 0.074; number 85, C, carries -0.130; number 86, C, carries -0.170; number 87, O, carries -0.040; number 88, O, carries -0.114; number 89, H, carries 0.147; number 90, H, carries 0.056; number 91, H, carries 0.066; number 92, H, carries 0.141; number 93, H, carries 0.070; number 94, H, carries 0.076

=====

Record 2
ORCA calculation (ωB97M-V with the def2-TZVPD basis set) on a gas-phase ion, C8H12NO3 (charge +1).

XYZ file:
```
24
C8H12NO3 | the OMol25 dataset | ωB97M-V with the def2-TZVPD basis set
C -0.568 1.447 -0.343
C 0.335 0.602 -2.368
C -0.253 -0.249 1.282
C -0.366 1.805 -1.715
C 0.418 -0.463 -1.288
C -0.240 -1.761 -1.525
C 1.912 -0.519 -0.867
C -1.031 0.672 3.366
N -0.306 0.227 -0.100
O 0.793 0.605 -3.463
O 0.168 -1.270 1.719
O -0.803 0.752 1.974
H -0.905 2.110 0.418
H -1.184 1.917 -2.349
H 0.225 2.804 -1.730
H -0.362 -2.506 -0.766
H 0.351 -2.327 -2.270
H -1.335 -1.623 -1.948
H 2.084 -1.449 -0.376
H 2.052 0.336 -0.204
H 2.650 -0.464 -1.734
H -1.307 -0.285 3.769
H -1.804 1.473 3.483
H -0.106 1.077 3.776
```

The value obtained for the lowest unoccupied orbital energy (alpha / beta) is -0.186 / -0.337 Eh. The total energy is -592.07260 hartree. The expectation value of S² is 2.0103. Its spin multiplicity is 3. The value obtained for the HOMO energy (alpha / beta) is -0.3881 / -0.5366 Eh. Its net charge is +1. Its HOMO-LUMO gap (alpha / beta) is 5.49 / 5.43 eV. As for the energy above the lowest of the compared OMol25 structures with the same formula, charge and spin: 0.0 kJ/mol.

Partial charges, natural (NBO), in e: number 1, C, carries -0.086; number 2, C, carries 0.642; number 3, C, carries 0.902; number 4, C, carries -0.457; number 5, C, carries 0.100; number 6, C, carries -0.653; number 7, C, carries -0.605; number 8, C, carries -0.257; number 9, N, carries -0.403; number 10, O, carries -0.122; number 11, O, carries -0.563; number 12, O, carries -0.521; number 13, H, carries 0.275; number 14, H, carries 0.265; number 15, H, carries 0.296; number 16, H, carries 0.299; number 17, H, carries 0.249; number 18, H, carries 0.248; number 19, H, carries 0.274; number 20, H, carries 0.239; number 21, H, carries 0.247; number 22, H, carries 0.219; number 23, H, carries 0.212; number 24, H, carries 0.201

=====

Record 3
ORCA calculation (ωB97M-V with the def2-TZVPD basis set) on 2 unconnected molecules or ions with the total composition C7H12O.

XYZ file:
```
20
C7H12O | the OMol25 dataset | ωB97M-V with the def2-TZVPD basis set
C -1.603 0.611 -0.946
C -1.346 -0.379 -0.075
C -2.252 -0.633 1.096
C -0.116 -1.234 -0.170
C 0.538 -1.483 -1.507
O 0.335 -1.771 0.844
H -2.493 1.225 -0.837
H -0.947 0.869 -1.770
H -3.133 -1.196 0.769
H -1.768 -1.207 1.891
H -2.588 0.309 1.543
H 1.595 -1.209 -1.447
H 0.446 -2.548 -1.741
H 0.082 -0.925 -2.324
C 1.763 1.818 0.332
C 2.656 1.379 1.223
H 2.057 2.071 -0.680
H 0.718 1.923 0.606
H 3.703 1.267 0.962
H 2.353 1.114 2.232
```

The value obtained for the lowest unoccupied orbital energy is 0.016 Eh. The total energy is -349.09850 hartree. The value obtained for the HOMO energy is -0.3577 Eh. Its HOMO-LUMO gap is 10.16 eV. As for the energy above the lowest of the compared OMol25 structures with the same formula, charge and spin: 131.6 kJ/mol.

Partial charges, natural (NBO), in e: number 1, C, carries -0.346; number 2, C, carries -0.094; number 3, C, carries -0.653; number 4, C, carries 0.556; number 5, C, carries -0.715; number 6, O, carries -0.543; number 7, H, carries 0.201; number 8, H, carries 0.199; number 9, H, carries 0.223; number 10, H, carries 0.247; number 11, H, carries 0.218; number 12, H, carries 0.245; number 13, H, carries 0.246; number 14, H, carries 0.214; number 15, C, carries -0.403; number 16, C, carries -0.374; number 17, H, carries 0.190; number 18, H, carries 0.197; number 19, H, carries 0.192; number 20, H, carries 0.198

=====

Record 4
ORCA calculation (ωB97M-V with the def2-TZVPD basis set) on a molecular structure, C2H2N2OS.

XYZ file:
```
8
C2H2N2OS | the OMol25 dataset | ωB97M-V with the def2-TZVPD basis set
C 0.521 -0.368 0.161
C -1.286 0.390 -0.136
H 2.573 0.878 -0.010
H -2.147 0.930 -0.065
N -0.082 0.860 0.088
N -0.255 -1.390 0.008
O -1.506 -0.904 0.001
S 2.183 -0.395 -0.045
```

The value obtained for the lowest unoccupied orbital energy is 0.023 Eh. The total energy is -660.27245 hartree. The value obtained for the HOMO energy is -0.3486 Eh. Its HOMO-LUMO gap is 10.12 eV. As for the energy above the lowest of the compared OMol25 structures with the same formula, charge and spin: 197.6 kJ/mol.

Partial charges, natural (NBO), in e: number 1, C, carries 0.089; number 2, C, carries 0.358; number 3, H, carries 0.158; number 4, H, carries 0.183; number 5, N, carries -0.461; number 6, N, carries -0.175; number 7, O, carries -0.239; number 8, S, carries 0.087

=====

> Which value of total energy does entry 3 give?

-349.09850 hartree